The molecule C3H3N5, computed with ωB97M-V/def2-TZVPD.

Properties
Spin multiplicity: 1
SMILES: c1n[nH]n2cnnc12
Kohn-Sham gap in eV: 10.0775

XYZ file:
```
11
Properties=species:S:1:pos:R:3:mulliken_charge:R:1
C 0.649 1.400 0.655 -0.293
N 0.110 0.886 1.640 -0.430
N -0.187 -0.317 1.400 -0.061
N -0.449 -0.329 -0.001 0.218
C -0.439 -1.314 -0.882 -0.032
N 0.114 -0.846 -2.064 -0.367
N 0.621 0.428 -1.845 -0.415
C 0.260 0.629 -0.620 0.437
H 0.992 2.415 0.688 0.388
H -1.009 -0.518 1.791 0.238
H -0.662 -2.433 -0.762 0.318
```

***

The molecule C3H3N5, computed with ωB97M-V/def2-TZVPD.

Properties
Spin multiplicity: 1
SMILES: [H]/N=c1\ncncnn1
Kohn-Sham gap in eV: 8.4529

XYZ file:
```
11
Properties=species:S:1:pos:R:3:mulliken_charge:R:1
H -0.863 1.228 2.398 0.267
N 0.122 0.846 2.078 -0.626
C 0.147 -0.119 1.254 0.727
N -0.823 -0.898 0.595 -0.501
C -1.054 -0.813 -0.660 0.161
N -0.476 -0.107 -1.729 -0.431
C 0.700 0.492 -1.310 -0.077
N 1.636 0.066 -0.430 0.030
N 1.380 -0.406 0.697 -0.322
H -1.801 -1.524 -0.854 0.414
H 1.031 1.234 -2.041 0.357
```

***

The molecule C3H3N5, computed with ωB97M-V/def2-TZVPD.

Properties
Spin multiplicity: 1
SMILES: [H]/N=c1\cnncnn1
Kohn-Sham gap in eV: 9.2056

XYZ file:
```
11
Properties=species:S:1:pos:R:3:mulliken_charge:R:1
H 2.503 0.081 -0.801 0.300
N 1.651 -0.750 -0.855 -0.648
C 0.809 -0.395 -0.026 0.600
C 0.691 0.953 0.729 -0.246
N -0.419 1.503 0.201 -0.200
N -1.221 0.832 -0.634 -0.300
C -1.644 -0.384 -0.470 -0.009
N -1.202 -1.345 0.588 -0.277
N 0.030 -1.251 0.657 -0.077
H 1.261 1.524 1.533 0.361
H -2.459 -0.769 -0.921 0.497
```

***

The molecule C3H3N5, computed with ωB97M-V/def2-TZVPD.

Properties
Spin multiplicity: 1
SMILES: [H]/N=c1/cnncnn1
Kohn-Sham gap in eV: 8.4205

XYZ file:
```
11
Properties=species:S:1:pos:R:3:mulliken_charge:R:1
H -2.477 1.486 -0.458 0.291
N -2.134 0.575 0.010 -0.574
C -0.996 0.075 -0.277 0.405
C -0.697 -1.277 0.255 0.088
N 0.493 -1.547 0.689 -0.338
N 1.489 -0.520 1.043 -0.317
C 1.817 0.466 0.255 0.115
N 1.162 0.985 -0.986 -0.279
N -0.028 0.902 -1.176 -0.067
H -1.471 -2.162 0.186 0.346
H 2.841 1.015 0.460 0.331
```

***

A cluster of 2 separate species, C3H3N5O in total, computed with ωB97M-V/def2-TZVPD.

Properties
Spin multiplicity: 1
Kohn-Sham gap in eV: 9.8728

XYZ file:
```
12
Properties=species:S:1:pos:R:3:mulliken_charge:R:1
C 1.714 1.652 -0.305 -0.070
C 0.612 1.868 -0.998 0.647
C -0.409 -2.274 0.655 -0.574
N 2.787 1.459 0.046 -0.438
N -0.571 0.090 0.785 0.950
N -0.623 1.216 0.922 -0.770
N -0.533 -0.873 0.164 -0.381
N -0.403 2.079 -1.576 0.481
O -1.404 2.286 -2.188 -0.617
H -1.372 -2.397 1.272 0.237
H -0.178 -2.839 -0.245 0.275
H 0.379 -2.265 1.470 0.259
```

***

The molecule C3H3NO, computed with ωB97M-V/def2-TZVPD.

Properties
Spin multiplicity: 1
SMILES: N#CCC=O
Kohn-Sham gap in eV: 11.2541

XYZ file:
```
8
Properties=species:S:1:pos:R:3:mulliken_charge:R:1
N -1.700 -1.395 -1.305 -0.356
C -0.937 -0.646 -0.868 0.214
C 0.001 0.356 -0.372 -0.288
C 0.595 0.046 0.997 0.020
O 0.813 -1.060 1.411 -0.422
H 0.846 0.410 -1.072 0.229
H -0.483 1.339 -0.364 0.288
H 0.864 0.952 1.572 0.315
```

***

The molecule C3H3NO, computed with ωB97M-V/def2-TZVPD.

Properties
Spin multiplicity: 1
SMILES: CC(=O)C#N
Kohn-Sham gap in eV: 10.9644

XYZ file:
```
8
Properties=species:S:1:pos:R:3:mulliken_charge:R:1
C 0.956 -0.008 0.000 -0.942
C -0.433 0.562 0.001 0.596
O -0.713 1.731 -0.001 -0.462
C -1.450 -0.484 0.000 0.200
N -2.231 -1.321 0.000 -0.305
H 1.088 -0.642 -0.877 0.317
H 1.093 -0.633 0.882 0.317
H 1.690 0.795 -0.006 0.279
```

***

The molecule C3H3NO, computed with ωB97M-V/def2-TZVPD.

Properties
Spin multiplicity: 1
SMILES: c1cnoc1
Kohn-Sham gap in eV: 11.1498

XYZ file:
```
8
Properties=species:S:1:pos:R:3:mulliken_charge:R:1
C 0.020 -0.613 -0.498 -0.345
C 1.070 0.276 -0.096 -0.219
N 0.626 1.194 0.720 -0.313
O -0.724 0.959 0.865 -0.127
C -1.057 -0.093 0.119 -0.105
H 0.021 -1.612 -0.866 0.334
H 2.123 0.326 -0.354 0.379
H -2.079 -0.437 0.110 0.397
```

***

A cluster of 2 separate species, C3H3NO in total, computed with ωB97M-V/def2-TZVPD.

Properties
Spin multiplicity: 1
Kohn-Sham gap (alpha / beta) in eV: 8.0539 / 7.5680

XYZ file:
```
8
Properties=species:S:1:pos:R:3:mulliken_charge:R:1
C -0.442 0.661 -0.807 0.014
C -0.739 0.659 1.685 0.644
C 0.386 -0.491 -0.961 -0.645
N -1.173 1.664 1.198 -0.507
O -0.346 -0.335 2.117 -0.485
H 0.421 -0.938 -2.011 0.340
H 0.402 -1.209 -0.170 0.334
H 1.491 -0.012 -1.052 0.305
```

***

The molecule C3H3NO, computed with ωB97M-V/def2-TZVPD.

Properties
Spin multiplicity: 1
Kohn-Sham gap in eV: 9.5505

XYZ file:
```
8
Properties=species:S:1:pos:R:3:mulliken_charge:R:1
O 0.851 0.312 1.803 -0.398
C -0.088 0.061 1.147 0.248
C 0.127 0.389 -1.066 -0.838
C 0.036 -0.860 -0.509 0.532
N -0.158 -1.736 0.285 -0.496
H -1.160 0.217 1.188 0.384
H 1.105 0.841 -1.208 0.288
H -0.713 0.776 -1.639 0.281
```

***

A cluster of 2 separate species, C3H3NO in total, computed with ωB97M-V/def2-TZVPD.

Properties
Spin multiplicity: 1
Kohn-Sham gap (alpha / beta) in eV: 8.3781 / 8.3848

XYZ file:
```
8
Properties=species:S:1:pos:R:3:mulliken_charge:R:1
C 1.337 0.848 0.679 0.103
C -1.635 -0.571 -0.379 0.055
C 0.720 -0.028 -0.198 -0.261
N 1.500 -0.297 1.156 -0.367
O -1.931 -0.488 -1.494 -0.312
H 1.194 1.876 0.948 0.268
H -2.279 -0.905 0.495 0.274
H 1.094 -0.435 -1.207 0.240
```

***

The molecule C3H3NO, computed with ωB97M-V/def2-TZVPD.

Properties
Spin multiplicity: 1
SMILES: OCC1=C=N1
Kohn-Sham gap in eV: 10.2327

XYZ file:
```
8
Properties=species:S:1:pos:R:3:mulliken_charge:R:1
O -0.465 -0.344 0.968 -0.476
C -0.076 0.131 -0.274 -0.069
C -0.059 1.545 -0.325 0.486
C 0.329 2.648 0.539 -0.410
N 0.142 2.698 -0.830 -0.318
H -0.271 0.357 1.662 0.336
H 0.976 -0.199 -0.573 0.197
H -0.751 -0.339 -1.042 0.255
```

***

A structure of composition C3H3NO, computed with ωB97M-V/def2-TZVPD.

Properties
Spin multiplicity: 1
Kohn-Sham gap in eV: 10.6395

XYZ file:
```
8
Properties=species:S:1:pos:R:3:mulliken_charge:R:1
O -1.317 -0.038 0.206 -0.174
C -0.424 -0.964 0.740 -0.430
C 0.809 -0.411 0.281 -0.096
N 0.652 0.821 -0.380 -0.481
C -0.620 0.966 -0.357 0.139
H 0.309 -1.410 -0.306 0.223
H 1.796 -0.763 0.559 0.438
H -1.188 1.802 -0.745 0.380
```

***

The molecule C3H3NO, computed with ωB97M-V/def2-TZVPD.

Properties
Spin multiplicity: 1
SMILES: N#CCC=O
Kohn-Sham gap in eV: 11.3180

XYZ file:
```
8
Properties=species:S:1:pos:R:3:mulliken_charge:R:1
N -0.212 0.148 -2.393 -0.355
C -0.124 0.444 -1.279 0.178
C -0.038 0.611 0.171 -0.247
C 0.118 -0.805 0.720 0.036
O 1.046 -1.150 1.397 -0.424
H 0.810 1.232 0.473 0.239
H -0.965 1.065 0.541 0.246
H -0.679 -1.505 0.399 0.329
```

***

The molecule C3H3NO, computed with ωB97M-V/def2-TZVPD.

Properties
Spin multiplicity: 1
SMILES: CC(=O)C#N
Kohn-Sham gap in eV: 10.9429

XYZ file:
```
8
Properties=species:S:1:pos:R:3:mulliken_charge:R:1
C 0.444 0.805 0.450 -0.902
C -0.154 -0.547 0.197 0.607
O -0.109 -1.450 0.999 -0.444
C -0.771 -0.883 -1.117 0.191
N -1.219 -1.328 -2.084 -0.331
H 0.936 0.747 1.420 0.277
H 1.180 1.054 -0.319 0.302
H -0.295 1.610 0.471 0.299
```

***

A cluster of 2 separate species, C3H3NO in total, computed with ωB97M-V/def2-TZVPD.

Properties
Spin multiplicity: 1
Kohn-Sham gap (alpha / beta) in eV: 9.1271 / 9.1279

XYZ file:
```
8
Properties=species:S:1:pos:R:3:mulliken_charge:R:1
C 2.158 -0.051 0.003 0.633
C -1.452 0.512 -0.050 -0.508
C -0.467 -0.519 0.048 -0.020
N 1.485 -1.043 0.177 -0.461
O 2.854 0.875 -0.128 -0.420
H -2.480 0.313 -0.316 0.255
H -1.213 1.511 0.082 0.268
H -0.884 -1.598 0.185 0.252
```

***

A cluster of 2 separate species, C3H3NO in total, computed with ωB97M-V/def2-TZVPD.

Properties
Spin multiplicity: 1
Kohn-Sham gap in eV: 10.3749

XYZ file:
```
8
Properties=species:S:1:pos:R:3:mulliken_charge:R:1
O -2.371 0.910 -0.002 -0.199
C -1.244 0.940 -0.008 0.151
C 0.343 -1.110 0.029 -0.869
C 1.165 -0.075 -0.001 0.718
N 1.496 1.090 -0.053 -0.698
H 0.341 1.522 -0.072 0.359
H 0.156 -1.688 -0.875 0.269
H 0.162 -1.614 0.976 0.270
```

***

The molecule C3H3NO, computed with ωB97M-V/def2-TZVPD.

Properties
Spin multiplicity: 1
SMILES: N#CCC=O
Kohn-Sham gap in eV: 10.7466

XYZ file:
```
8
Properties=species:S:1:pos:R:3:mulliken_charge:R:1
N -1.283 -1.670 0.865 -0.384
C -0.775 -0.765 0.363 0.065
C -0.271 0.598 0.178 -0.084
C 0.951 0.136 -0.586 0.126
O 2.103 0.404 -0.416 -0.421
H -0.996 1.134 -0.440 0.241
H -0.115 1.093 1.142 0.257
H 0.347 -0.947 -1.009 0.200
```

***

The molecule C3H3NO, computed with ωB97M-V/def2-TZVPD.

Properties
Spin multiplicity: 1
SMILES: N=C=C1CO1
Kohn-Sham gap in eV: 9.2588

XYZ file:
```
8
Properties=species:S:1:pos:R:3:mulliken_charge:R:1
N -2.286 -0.024 -0.142 -0.482
C -1.073 -0.180 0.059 0.219
C 0.235 -0.218 0.437 0.176
C 1.442 0.236 -0.167 -0.319
O 1.220 -1.116 0.261 -0.379
H -2.940 0.181 0.602 0.269
H 1.176 0.259 -1.212 0.231
H 2.226 0.862 0.163 0.284
```

***

The molecule C3H3NO, computed with ωB97M-V/def2-TZVPD.

Properties
Spin multiplicity: 1
SMILES: c1cnoc1
Kohn-Sham gap in eV: 11.1121

XYZ file:
```
8
Properties=species:S:1:pos:R:3:mulliken_charge:R:1
C 0.134 0.773 0.060 -0.282
C -1.038 -0.030 0.159 -0.119
N -0.739 -1.304 0.127 -0.334
O 0.627 -1.358 -0.007 -0.120
C 1.159 -0.123 -0.091 -0.172
H -0.323 1.731 -0.351 0.245
H -2.068 0.308 0.266 0.380
H 2.230 -0.033 -0.176 0.403
```

***

Record-wise M values, in g mol⁻¹: 109.09; 109.09; 109.09; 109.09; 125.09; 69.06; 69.06; 69.06; 69.06; 69.06; 69.06; 69.06; 69.06; 69.06; 69.06; 69.06; 69.06; 69.06; 69.06; 69.06
Record-wise ΔE to the lowest compared entry with this formula, charge and spin values, in kJ/mol: 314.5; 274.9; 456.7; 396.0; 536.9; 31.1; 22.2; 115.7; 600.5; 294.6; 530.1; 373.6; 276.9; 28.8; 27.9; 347.5; 208.3; 182.4; 352.2; 180.7